{"formula": "C27H25Cl3F4GeI2MnN3", "method": "wB97M-V/def2-TZVPD", "elements": ["Mn", "C", "C", "N", "C", "C", "C", "C", "N", "C", "C", "F", "C", "F", "C", "C", "F", "C", "F", "H", "H", "H", "H", "H", "H", "H", "H", "H", "H", "H", "H", "H", "H", "H", "I", "C", "C", "C", "C", "C", "C", "C", "C", "C", "C", "H", "H", "H", "H", "H", "H", "Cl", "Ge", "Cl", "Cl", "I", "C", "C", "C", "C", "N", "C", "H", "H", "H", "H"], "coordinates": [[-0.508, -0.222, 0.479], [-2.843, 1.820, -2.332], [-1.846, 2.487, -1.395], [-0.484, 1.910, -1.354], [0.011, 1.942, -2.746], [1.496, 1.719, -3.004], [0.343, 2.790, -0.521], [-0.008, 2.792, 0.962], [0.052, 1.485, 1.584], [0.019, 1.490, 2.934], [0.194, 0.261, 3.613], [0.337, -0.826, 2.796], [0.216, 0.106, 4.980], [0.458, -1.095, 5.518], [0.011, 1.202, 5.804], [-0.199, 2.424, 5.190], [-0.411, 3.505, 5.955], [-0.171, 2.590, 3.814], [-0.357, 3.849, 3.366], [-3.808, 2.295, -2.176], [-2.954, 0.764, -2.109], [-2.578, 1.933, -3.380], [-2.260, 2.457, -0.391], [-1.769, 3.548, -1.690], [-0.241, 2.924, -3.177], [-0.545, 1.178, -3.293], [2.103, 2.512, -2.578], [1.647, 1.739, -4.083], [1.841, 0.762, -2.630], [0.272, 3.835, -0.874], [1.386, 2.483, -0.607], [-1.000, 3.235, 1.117], [0.723, 3.452, 1.441], [-0.013, 1.114, 6.874], [-1.257, -2.951, 1.142], [0.829, -3.418, 1.004], [1.223, -4.661, 1.419], [2.572, -5.023, 1.328], [3.466, -4.155, 0.772], [3.067, -2.876, 0.333], [4.010, -2.011, -0.254], [3.658, -0.734, -0.574], [2.360, -0.277, -0.294], [1.352, -1.087, 0.192], [1.714, -2.440, 0.499], [0.503, -5.355, 1.819], [2.887, -5.989, 1.690], [4.507, -4.424, 0.673], [5.013, -2.374, -0.418], [4.376, -0.063, -1.024], [2.156, 0.769, -0.465], [-4.667, -0.324, 0.537], [-2.742, 0.376, 1.462], [-3.005, -0.451, 3.507], [-3.353, 2.463, 1.949], [-4.806, -2.499, -3.257], [-2.771, -2.003, -3.043], [-1.877, -2.163, -4.090], [-0.552, -1.841, -3.849], [-0.189, -1.334, -2.612], [-1.059, -1.137, -1.620], [-2.328, -1.491, -1.833], [-2.203, -2.539, -5.047], [0.198, -1.970, -4.615], [0.841, -1.089, -2.398], [-3.035, -1.383, -1.017]], "spin_multiplicity": 5, "gap_ev": [5.45, 7.03], "e_lumo_ev": [-1.90, -0.49], "e_above_lowest_kcal_mol": 12.93}

=====

{"formula": "C3H2N2O", "method": "wB97M-V/def2-TZVPD", "elements": ["C", "C", "C", "N", "N", "O", "H", "H"], "coordinates": [[-1.674, -0.029, -0.233], [0.746, 0.368, -0.671], [0.957, -0.175, 0.709], [-2.660, -0.628, -0.114], [-0.555, 0.553, -0.240], [1.319, 0.572, -1.663], [0.835, -1.149, 0.760], [1.032, 0.488, 1.451]], "spin_multiplicity": 3, "gap_ev": [8.91, 6.96], "e_lumo_ev": [0.68, -3.88], "e_above_lowest_kcal_mol": 50.50}

=====

{"formula": "C5H6OS", "method": "wB97M-V/def2-TZVPD", "elements": ["C", "C", "C", "C", "C", "O", "S", "H", "H", "H", "H", "H", "H"], "coordinates": [[-2.697, -0.053, -0.060], [-0.444, 0.312, -0.071], [0.872, -0.192, 0.460], [-0.541, 1.727, -0.540], [0.994, -1.693, 0.599], [1.893, 0.490, 0.696], [-1.554, -0.872, -0.909], [-1.286, 1.941, -1.244], [0.406, 1.999, -1.008], [-0.773, 2.445, 0.180], [0.741, -2.105, -0.422], [0.341, -2.136, 1.406], [2.049, -1.864, 0.912]], "spin_multiplicity": 1, "gap_ev": [8.14, 7.44], "e_lumo_ev": [-0.83, -1.30], "e_above_lowest_kcal_mol": 127.42}

=====

{"formula": "C11H18N2O4", "method": "wB97M-V/def2-TZVPD", "elements": ["C", "H", "H", "H", "C", "C", "C", "O", "C", "C", "N", "C", "C", "C", "O", "H", "H", "H", "H", "H", "H", "H", "H", "C", "H", "H", "N", "O", "O", "H", "H", "C", "H", "H", "H"], "coordinates": [[-0.908, 0.793, 1.869], [-1.091, 0.944, 2.794], [-1.173, -0.294, 1.440], [-1.404, 1.558, 1.253], [0.794, 1.187, 1.511], [1.485, 0.057, 2.441], [1.176, -1.344, 2.076], [1.672, -2.394, 2.614], [0.930, -1.656, 0.537], [0.721, -0.535, -0.403], [0.470, -0.979, -1.586], [0.244, 0.110, -2.600], [-1.292, 0.837, -2.614], [-2.371, -0.633, -2.498], [-2.166, -1.213, -1.327], [-2.740, -0.666, -0.454], [-2.138, -1.116, -3.265], [-3.411, -0.142, -2.626], [-1.589, 1.162, -3.535], [-1.605, 1.200, -1.563], [0.862, 1.077, -2.579], [0.183, -0.376, -3.436], [0.239, -1.883, -1.847], [0.871, 0.759, 0.252], [2.269, 0.889, -0.182], [0.370, 1.505, -0.543], [0.442, -2.767, 0.147], [0.087, -3.884, 0.949], [0.463, -3.226, -0.918], [2.494, 0.216, 2.243], [1.347, -0.095, 3.402], [1.211, 2.448, 1.999], [2.113, 2.549, 1.828], [0.923, 2.683, 3.104], [0.522, 3.227, 1.517]], "spin_multiplicity": 1, "gap_ev": 7.67, "e_lumo_ev": -0.22, "e_above_lowest_kcal_mol": 411.48}

=====

{"formula": "C14H11I2MnN3OSe", "method": "wB97M-V/def2-TZVPD", "elements": ["Mn", "I", "C", "C", "C", "I", "C", "O", "C", "C", "N", "C", "C", "C", "C", "C", "C", "N", "C", "H", "H", "H", "H", "H", "H", "H", "H", "H", "H", "H", "Se", "C", "N"], "coordinates": [[0.586, -0.286, -0.290], [-3.485, -5.164, 0.719], [-2.451, -3.651, -0.276], [-1.596, -3.974, -1.324], [-0.897, -2.980, -1.982], [0.425, -3.452, -3.511], [-1.022, -1.629, -1.607], [-0.269, -0.657, -2.087], [-1.937, -1.323, -0.566], [-2.208, 0.131, -0.249], [-1.113, 0.801, 0.534], [-0.795, 2.183, 0.123], [0.685, 2.483, 0.311], [1.132, 3.405, 1.238], [2.498, 3.635, 1.336], [3.363, 2.933, 0.514], [2.834, 2.000, -0.363], [1.523, 1.781, -0.469], [-2.626, -2.332, 0.097], [-1.462, -5.006, -1.618], [-3.152, 0.173, 0.298], [-2.315, 0.687, -1.178], [-1.309, 0.758, 1.526], [-1.334, 2.963, 0.667], [-1.029, 2.265, -0.938], [0.428, 3.933, 1.867], [2.882, 4.349, 2.053], [4.432, 3.083, 0.564], [3.473, 1.399, -0.997], [-3.319, -2.080, 0.892], [3.650, -2.953, 2.503], [2.566, -2.046, 1.452], [1.842, -1.434, 0.761]], "spin_multiplicity": 6, "gap_ev": [7.05, 7.07], "e_lumo_ev": [-0.52, -0.61]}

=====

{"formula": "C5H12O", "method": "wB97M-V/def2-TZVPD", "elements": ["C", "C", "C", "C", "O", "C", "H", "H", "H", "H", "H", "H", "H", "H", "H", "H", "H", "H"], "coordinates": [[1.694, 1.424, -1.127], [0.872, 0.161, -1.303], [-0.478, 0.341, -0.680], [-1.345, -0.691, -0.382], [-1.456, -0.197, 1.459], [-0.641, -1.061, 2.226], [1.240, 2.245, -1.693], [2.727, 1.320, -1.460], [1.665, 1.713, -0.078], [1.383, -0.742, -0.947], [0.718, -0.014, -2.374], [-0.779, 0.469, 0.831], [-0.996, 1.236, -1.014], [-2.406, -0.606, -0.553], [-1.009, -1.716, -0.239], [-0.335, -0.589, 3.154], [0.273, -1.283, 1.664], [-1.128, -2.010, 2.516]], "spin_multiplicity": 1, "gap_ev": 9.01, "e_lumo_ev": 1.02, "e_above_lowest_kcal_mol": 87.35}

=====

Calculated total energy in order - -185352.193, -8164.567, -18159.112, -22853.017, -134083.447, -7423.523 eV
Calculated F_max in order - 1.649, 6.019, 3.054, 13.284, 0.965, 1.911 eV/Å